[1]
Computed, not measured: a cluster of 2 separate species, C9H20N3O4 in total, with the ωB97M-V functional and the def2-TZVPD basis.

```
36
C9H20N3O4, DFT the ωB97M-V functional and the def2-TZVPD basis
C 0.8385 -1.1451 0.7639
O -0.5273 -1.0838 1.3519
C -1.1400 -2.4474 1.2228
C -2.7254 -2.3251 0.8263
C -3.3359 -3.1806 -0.4320
N -4.7368 -2.5341 -0.4641
C -4.8069 -1.3015 0.4153
N -5.8573 -0.6407 1.0032
N -3.3178 -0.9366 0.5592
O -2.8276 -0.2993 -0.5503
H 1.4977 -0.2061 0.9935
H 1.3419 -2.1180 1.2289
H 0.7266 -1.3180 -0.3953
H -0.5204 -3.1041 0.4636
H -1.0714 -2.9518 2.3015
H -3.3467 -2.7308 1.7379
H -2.8574 -3.0424 -1.5143
H -3.4767 -4.3398 -0.3499
H -5.2861 -3.3617 -0.0882
H -6.6022 -1.1438 1.5665
H -5.9553 0.4169 0.9844
H -1.9833 -0.7762 -0.8612
O 3.5206 0.3798 -1.9287
C 3.7090 1.5437 -1.5794
O 4.7999 1.8688 -0.8504
C 5.2097 3.2172 -0.5507
C 4.4928 3.7392 0.6789
C 2.6890 2.6031 -1.8697
H 5.0862 3.8689 -1.4207
H 6.2853 3.1753 -0.3471
H 3.4115 3.7852 0.5248
H 4.8490 4.7405 0.9361
H 4.6627 3.0740 1.5313
H 1.9132 2.5777 -1.1008
H 2.2366 2.3902 -2.8450
H 3.1042 3.6063 -1.9422
```

For the orbital gap, the calculation gives 6.669 eV. The net charge is +1.


[2]
Computed, not measured: a structure of composition C9H13NiO5P, with the ωB97M-V functional and the def2-TZVPD basis.

```
29
C9H13NiO5P, DFT the ωB97M-V functional and the def2-TZVPD basis
Ni 0.0361 0.0170 -0.5439
O 0.1514 2.8423 0.2829
C 0.1518 1.7776 -0.1540
C -0.0509 -1.7596 -0.3241
O -0.1351 -2.8621 0.0015
C 1.8245 -0.0704 -0.4019
O 2.9294 -0.1286 -0.0793
C -1.7438 0.0491 -0.3761
O -2.8631 0.1395 -0.1339
C 0.0333 0.6695 -4.9700
H -0.8689 1.2871 -4.9802
H 0.9899 1.1989 -4.9594
C -0.0303 -0.6671 -5.0303
H 0.8713 -1.2845 -5.0702
H -0.9867 -1.1938 -5.0910
C -1.2521 -0.1679 5.3666
P -0.4111 -0.0496 3.7800
C 0.5332 1.5008 3.7407
C 0.8768 -1.3108 3.7548
O -1.3584 -0.1599 2.6261
H -0.6559 -0.7910 6.0456
H -2.2437 -0.6210 5.2414
H -1.3817 0.8245 5.8159
H 0.9719 1.7180 4.7247
H 1.3351 1.4194 3.0038
H -0.1262 2.3167 3.4322
H 0.6039 -2.0624 3.0106
H 1.8280 -0.8571 3.4670
H 0.9713 -1.7749 4.7413
```

For the orbital gap (spin up / spin down), the calculation gives 5.887 / 2.295 eV. Its multiplicity is 3. The net charge is +2.


[3]
Computed, not measured: a structure of composition C6H7O5Yb, with the ωB97M-V functional and the def2-TZVPD basis.

```
19
C6H7O5Yb, DFT the ωB97M-V functional and the def2-TZVPD basis
O 1.2259 -0.3192 1.3798
Yb 1.6110 1.8538 1.4446
O 3.0465 0.5543 0.5676
C 2.6214 -0.5940 0.7436
C 0.3297 -1.3909 1.6678
C -0.2842 -1.9654 0.3980
H 0.9118 -2.1628 2.1872
H -0.4453 -1.0212 2.3512
H 0.4090 -2.7185 -0.0063
H -1.2097 -2.4828 0.6894
C -0.5830 -0.9455 -0.6607
C -1.3325 0.1243 -0.4159
O -1.6216 1.0184 -1.4290
C -0.8948 2.1295 -1.5294
O -0.0858 2.5263 -0.7257
O -1.1560 2.6855 -2.6971
H -0.1671 -1.0837 -1.6625
H -1.8058 0.3517 0.5398
H -0.5694 3.4401 -2.8421
```

For the orbital gap, the calculation gives 7.630 eV. The net charge is +1.


[4]
Computed, not measured: an isolated molecule of C21H25N5O5S, with the ωB97M-V functional and the def2-TZVPD basis.

```
57
C21H25N5O5S, DFT the ωB97M-V functional and the def2-TZVPD basis
C 0.3443 5.7746 0.7890
H 0.2982 5.4971 1.8469
O 1.6755 5.8033 0.3219
C 2.3437 4.6253 0.2259
C 3.6103 4.6748 -0.3617
C 4.3432 3.5185 -0.5257
C 3.8283 2.2945 -0.1241
C 2.5802 2.2403 0.4772
C 1.8464 3.4048 0.6641
H 0.8841 3.3365 1.1422
C 1.9579 0.9242 0.8629
N 0.8282 0.5790 0.0032
S -0.6144 1.3491 0.3499
O -0.9247 2.4046 -0.5729
O -0.6475 1.6351 1.7556
C -1.7593 -0.0023 0.0601
C -1.7963 -0.9954 1.0190
C -2.6269 -2.0991 0.8577
C -3.4222 -2.1619 -0.3043
C -3.3785 -1.1455 -1.2515
C -2.5443 -0.0561 -1.0735
H -2.5033 0.7490 -1.7882
H -4.0039 -1.2370 -2.1255
N -4.2681 -3.2464 -0.5547
C -4.8002 -4.2034 0.2521
N -5.5467 -4.9865 -0.4763
N -5.4737 -4.5226 -1.7197
N -4.7359 -3.5040 -1.7909
H -4.6367 -4.2833 1.3027
O -2.7135 -3.1235 1.7378
C -1.8936 -3.0997 2.8886
H -2.1189 -2.2364 3.5199
H -2.1279 -4.0157 3.4282
H -0.8339 -3.0957 2.6207
H -1.1753 -0.8696 1.8892
C 1.1233 0.4836 -1.4111
H 1.8920 1.2152 -1.6859
H 0.2109 0.7244 -1.9583
C 1.6093 -0.9147 -1.8405
C 0.6203 -2.0429 -1.5088
H 0.6432 -2.8009 -2.2928
C 1.1914 -2.6113 -0.2132
H 0.8855 -1.9906 0.6289
C 2.6873 -2.4498 -0.4675
H 3.0676 -3.2855 -1.0728
O 2.8303 -1.2400 -1.1893
H 3.2850 -2.3769 0.4439
H 0.9074 -3.6460 -0.0346
H -0.3956 -1.6736 -1.4047
H 1.8010 -0.8596 -2.9215
H 1.5568 0.9705 1.8770
H 2.6907 0.1201 0.7856
H 4.3902 1.3859 -0.2810
H 5.3192 3.5657 -0.9854
H 3.9900 5.6305 -0.6867
H -0.2697 5.0802 0.2074
H -0.0307 6.7895 0.6657
```

For the orbital gap, the calculation gives 8.305 eV. As for the SMILES: COc1cccc(CN(C[C@@H]2CCCO2)S(=O)(=O)c2ccc(-n3cnnn3)c(OC)c2)c1.


Repeat the fourth record exactly.
Computed, not measured: an isolated molecule of C21H25N5O5S, with the ωB97M-V functional and the def2-TZVPD basis.

```
57
C21H25N5O5S, DFT the ωB97M-V functional and the def2-TZVPD basis
C 0.3443 5.7746 0.7890
H 0.2982 5.4971 1.8469
O 1.6755 5.8033 0.3219
C 2.3437 4.6253 0.2259
C 3.6103 4.6748 -0.3617
C 4.3432 3.5185 -0.5257
C 3.8283 2.2945 -0.1241
C 2.5802 2.2403 0.4772
C 1.8464 3.4048 0.6641
H 0.8841 3.3365 1.1422
C 1.9579 0.9242 0.8629
N 0.8282 0.5790 0.0032
S -0.6144 1.3491 0.3499
O -0.9247 2.4046 -0.5729
O -0.6475 1.6351 1.7556
C -1.7593 -0.0023 0.0601
C -1.7963 -0.9954 1.0190
C -2.6269 -2.0991 0.8577
C -3.4222 -2.1619 -0.3043
C -3.3785 -1.1455 -1.2515
C -2.5443 -0.0561 -1.0735
H -2.5033 0.7490 -1.7882
H -4.0039 -1.2370 -2.1255
N -4.2681 -3.2464 -0.5547
C -4.8002 -4.2034 0.2521
N -5.5467 -4.9865 -0.4763
N -5.4737 -4.5226 -1.7197
N -4.7359 -3.5040 -1.7909
H -4.6367 -4.2833 1.3027
O -2.7135 -3.1235 1.7378
C -1.8936 -3.0997 2.8886
H -2.1189 -2.2364 3.5199
H -2.1279 -4.0157 3.4282
H -0.8339 -3.0957 2.6207
H -1.1753 -0.8696 1.8892
C 1.1233 0.4836 -1.4111
H 1.8920 1.2152 -1.6859
H 0.2109 0.7244 -1.9583
C 1.6093 -0.9147 -1.8405
C 0.6203 -2.0429 -1.5088
H 0.6432 -2.8009 -2.2928
C 1.1914 -2.6113 -0.2132
H 0.8855 -1.9906 0.6289
C 2.6873 -2.4498 -0.4675
H 3.0676 -3.2855 -1.0728
O 2.8303 -1.2400 -1.1893
H 3.2850 -2.3769 0.4439
H 0.9074 -3.6460 -0.0346
H -0.3956 -1.6736 -1.4047
H 1.8010 -0.8596 -2.9215
H 1.5568 0.9705 1.8770
H 2.6907 0.1201 0.7856
H 4.3902 1.3859 -0.2810
H 5.3192 3.5657 -0.9854
H 3.9900 5.6305 -0.6867
H -0.2697 5.0802 0.2074
H -0.0307 6.7895 0.6657
```

For the orbital gap, the calculation gives 8.305 eV. As for the SMILES: COc1cccc(CN(C[C@@H]2CCCO2)S(=O)(=O)c2ccc(-n3cnnn3)c(OC)c2)c1.